# C29H46FeP2S

A molecular structure, C29H46FeP2S (ωB97M-V/def2-TZVPD, the Open Molecules 2025 dataset).

```
79
Properties=species:S:1:pos:R:3:lowdin_spin:R:1
Fe 0.233 -0.471 1.626 3.62
C -0.683 -2.267 2.437 0.09
C 0.628 -2.606 1.965 0.11
C 0.847 -0.982 3.630 0.11
C -0.556 -1.259 3.460 0.09
C 1.569 -1.799 2.689 0.09
C -1.932 -3.025 2.140 0.01
H -1.899 -3.501 1.152 0.00
H -2.822 -2.384 2.190 0.00
H -2.083 -3.831 2.879 0.00
C -1.668 -0.797 4.327 0.01
H -2.638 -1.077 3.903 0.00
H -1.655 0.290 4.454 0.00
H -1.595 -1.245 5.328 0.00
C 1.501 -0.216 4.717 0.01
H 1.600 -0.840 5.616 0.00
H 0.936 0.677 4.989 0.00
H 2.509 0.097 4.421 0.00
C 3.049 -1.987 2.693 0.01
H 3.345 -2.682 3.497 0.00
H 3.580 -1.043 2.880 0.00
H 3.413 -2.410 1.747 0.00
C 0.979 -3.798 1.149 0.02
H 1.169 -4.667 1.796 0.01
H 1.889 -3.637 0.567 0.00
H 0.172 -4.079 0.468 0.00
C -1.524 0.789 -5.035 0.00
C -1.597 -0.544 -5.042 0.00
C -0.793 -1.487 -5.888 0.00
C 0.582 -0.967 -6.376 0.00
C 1.515 -0.496 -5.295 0.00
C 1.587 0.724 -4.749 0.00
C 0.785 1.931 -5.135 0.00
C -0.578 1.660 -5.816 0.00
H -1.370 -1.771 -6.784 0.00
H 0.419 -0.210 -7.152 0.00
H -0.639 -2.425 -5.334 0.00
H -0.399 1.284 -6.829 0.00
H -2.279 1.353 -4.470 0.00
H -2.404 -1.030 -4.482 0.00
H -1.067 2.639 -5.949 0.00
H 0.617 2.551 -4.241 0.00
H 2.387 0.931 -4.031 0.00
H 1.371 2.564 -5.822 0.00
H 1.073 -1.810 -6.889 0.00
H 2.263 -1.245 -5.000 0.00
P -1.024 -0.379 -0.205 0.09
C -2.572 0.543 -0.229 0.02
C -1.207 -1.739 -1.396 0.02
P 1.746 0.175 0.070 0.09
C 0.302 0.653 -1.016 0.02
C 2.666 -0.979 -0.984 0.01
C 2.804 1.618 0.300 0.03
H -2.550 1.329 0.538 0.00
H -3.394 -0.152 0.001 0.00
H -2.722 0.986 -1.224 0.00
H -1.296 -1.338 -2.418 0.00
H -2.107 -2.317 -1.147 0.00
H -0.343 -2.415 -1.353 0.00
H 3.026 2.059 -0.682 0.00
H 3.732 1.293 0.792 0.00
H 2.308 2.356 0.944 0.00
H 0.079 1.721 -0.919 0.00
H 0.466 0.357 -2.062 0.00
H 3.647 -1.170 -0.531 0.00
H 2.793 -0.532 -1.981 0.00
H 2.136 -1.934 -1.082 0.00
S -0.008 1.615 2.301 0.34
C -0.898 2.766 3.306 0.07
C -1.003 2.675 4.711 0.03
C -1.701 3.647 5.431 0.00
C -2.257 4.751 4.773 0.02
C -2.110 4.893 3.394 0.00
C -1.429 3.921 2.668 0.03
H -0.529 1.853 5.253 0.00
H -1.796 3.538 6.513 0.00
H -2.786 5.506 5.350 0.00
H -2.522 5.766 2.885 0.00
H -1.286 4.030 1.600 0.00
```

Properties
HOMO-LUMO gap (alpha / beta): 7.82 / 6.96 eV
charge: +1
⟨S²⟩: 8.7879
multiplicity: 6
calculated total energy: -94612.114 eV
lowest unoccupied orbital energy (alpha / beta): -1.82 / -3.83 eV

# C29H46MnP2S

A molecular structure, C29H46MnP2S (ωB97M-V/def2-TZVPD, the Open Molecules 2025 dataset).

```
79
Properties=species:S:1:pos:R:3:lowdin_spin:R:1
Mn 0.194 0.186 -1.062 3.08
C -0.923 -1.512 0.002 0.03
C 0.388 -1.842 -0.567 -0.04
C 0.686 -0.291 1.170 0.06
C -0.701 -0.528 1.049 -0.13
C 1.378 -1.108 0.206 -0.11
C -2.171 -2.357 0.123 0.00
H -2.121 -3.260 -0.496 0.00
H -3.061 -1.779 -0.188 0.00
H -2.345 -2.665 1.182 0.00
C -1.741 0.074 1.933 -0.02
H -2.748 -0.206 1.611 0.00
H -1.670 1.177 1.912 0.00
H -1.598 -0.265 2.975 -0.01
C 1.409 0.538 2.184 0.01
H 1.596 -0.049 3.109 0.00
H 0.751 1.387 2.433 0.00
H 2.375 0.927 1.790 0.00
C 2.839 -1.361 0.272 -0.02
H 3.152 -1.660 1.295 -0.01
H 3.319 -0.397 0.077 0.00
H 3.214 -2.089 -0.470 0.00
C 0.634 -2.959 -1.514 0.00
H 0.890 -3.865 -0.948 0.00
H 1.481 -2.754 -2.172 0.00
H -0.211 -3.211 -2.175 0.00
C -1.364 2.139 -4.613 -0.03
C -1.896 0.881 -4.756 0.02
C -1.435 -0.174 -5.729 0.03
C 0.098 -0.261 -5.913 0.06
C 1.030 -0.013 -4.734 0.50
C 1.608 1.255 -4.443 0.05
C 1.132 2.549 -5.173 0.00
C -0.342 2.661 -5.581 0.00
H -1.958 -0.043 -6.707 0.00
H 0.397 0.419 -6.722 0.01
H -1.810 -1.161 -5.410 0.00
H -0.477 2.139 -6.529 0.00
H -1.799 2.878 -3.906 0.00
H -2.934 0.688 -4.447 0.00
H -0.547 3.715 -5.830 0.00
H 1.380 3.399 -4.534 0.00
H 2.750 1.270 -4.496 0.04
H 1.769 2.692 -6.073 0.00
H 0.315 -1.271 -6.281 0.01
H 1.505 -0.916 -4.286 0.01
P -2.086 -0.152 -1.956 0.12
C -3.409 1.143 -2.113 0.03
C -2.620 -1.567 -2.981 0.03
P 2.074 0.954 -2.404 0.07
C -0.574 0.353 -2.725 -0.04
C 3.520 -0.151 -2.747 0.00
C 2.601 2.731 -2.205 0.01
H -3.144 2.009 -1.494 0.00
H -4.365 0.714 -1.810 0.00
H -3.547 1.498 -3.134 0.00
H -1.886 -1.687 -3.794 0.00
H -3.622 -1.363 -3.401 0.00
H -2.695 -2.543 -2.461 0.00
H 2.444 3.266 -3.148 0.00
H 3.662 2.698 -1.986 0.00
H 2.061 3.237 -1.397 0.00
H -0.441 1.429 -2.995 0.01
H -0.135 -0.272 -3.521 0.02
H 4.149 -0.256 -1.845 0.00
H 4.146 0.254 -3.570 0.00
H 3.170 -1.153 -3.067 0.00
S -0.216 2.275 -0.449 0.12
C -1.195 3.360 0.509 0.03
C -0.996 3.368 1.918 0.01
C -1.861 4.088 2.754 0.00
C -2.808 4.947 2.188 0.01
C -2.947 5.038 0.807 0.00
C -2.124 4.289 -0.041 0.01
H -0.197 2.796 2.395 0.00
H -1.765 4.028 3.839 0.00
H -3.419 5.573 2.819 0.00
H -3.663 5.721 0.341 0.00
H -2.180 4.375 -1.122 0.00
```

Properties
HOMO-LUMO gap (alpha / beta): 5.33 / 7.24 eV
charge: +1
⟨S²⟩: 6.4053
multiplicity: 5
calculated total energy: -91539.390 eV
lowest unoccupied orbital energy (alpha / beta): -3.92 / -2.97 eV

# C29H46N4P2SSeV

A molecular structure, C29H46N4P2SSeV (ωB97M-V/def2-TZVPD, the Open Molecules 2025 dataset).

```
84
Properties=species:S:1:pos:R:3:lowdin_spin:R:1
V 1.000 -0.531 0.955 0.93
C 4.388 -1.096 0.437 0.00
P 2.745 -1.870 0.204 0.02
C 2.831 -2.546 -1.496 0.01
C 2.885 -3.323 1.285 0.00
C 3.887 -4.269 1.086 0.00
C 4.054 -5.305 1.985 0.00
C 3.209 -5.416 3.079 0.00
C 2.206 -4.485 3.281 0.00
C 2.044 -3.425 2.394 0.00
P 0.805 -2.122 2.675 0.01
C 1.371 -1.426 4.276 0.00
C -0.683 -3.084 3.125 0.00
H 5.181 -1.844 0.385 0.00
H 4.416 -0.618 1.418 0.00
H 4.550 -0.343 -0.334 0.00
H 3.716 -3.175 -1.615 0.00
H 2.871 -1.718 -2.207 0.00
H 1.934 -3.141 -1.683 0.00
H 4.548 -4.192 0.233 0.00
H 4.846 -6.022 1.841 0.00
H 3.342 -6.223 3.783 0.00
H 1.565 -4.579 4.148 0.00
H 1.604 -2.230 4.978 0.00
H 0.590 -0.787 4.693 0.00
H 2.278 -0.834 4.117 0.00
H -0.505 -3.651 4.039 0.00
H -0.910 -3.768 2.304 0.00
H -1.541 -2.427 3.271 0.00
C -4.602 -1.155 -1.816 0.00
C -4.682 0.364 -1.921 0.00
C -3.823 0.940 -3.044 0.00
C -2.316 0.771 -2.813 0.00
N -1.905 1.367 -1.565 0.00
C -1.516 0.708 -0.456 0.01
Se -0.917 -1.059 -0.403 0.01
N -1.443 1.572 0.581 0.00
C -1.164 1.213 1.948 0.01
C -2.331 0.476 2.619 0.00
C -3.536 1.347 3.003 0.00
C -4.477 1.683 1.853 0.00
C -1.742 2.838 0.115 0.00
C -1.768 4.075 0.740 0.00
C -2.060 5.171 -0.049 0.00
C -2.320 5.043 -1.415 0.00
C -2.324 3.813 -2.040 0.00
C -2.034 2.706 -1.253 0.00
H -5.365 -1.522 -1.134 0.00
H -3.628 -1.486 -1.446 0.00
H -4.774 -1.610 -2.787 0.00
H -4.394 0.810 -0.968 0.00
H -5.715 0.653 -2.111 0.00
H -4.056 2.000 -3.155 0.00
H -4.073 0.450 -3.985 0.00
H -1.763 1.248 -3.627 0.00
H -2.060 -0.293 -2.767 0.00
H -0.918 2.124 2.498 0.00
H -0.258 0.558 1.970 0.00
H -1.935 0.026 3.533 0.00
H -2.668 -0.323 1.952 0.00
H -3.195 2.265 3.479 0.00
H -4.113 0.791 3.745 0.00
H -3.985 2.254 1.071 0.00
H -5.301 2.289 2.222 0.00
H -4.900 0.774 1.430 0.00
H -1.565 4.188 1.792 0.00
H -2.086 6.150 0.401 0.00
H -2.525 5.930 -1.994 0.00
H -2.530 3.728 -3.094 0.00
S 1.821 1.450 0.000 0.00
C 2.561 1.326 -1.523 0.00
N 3.829 1.704 -1.652 0.00
C 4.533 1.637 -2.920 0.00
C 3.544 1.927 -4.043 0.00
C 2.375 0.954 -3.951 0.00
N 1.888 0.881 -2.582 0.00
H 4.272 2.146 -0.861 0.00
H 4.965 0.634 -3.042 0.00
H 5.350 2.360 -2.913 0.00
H 4.035 1.817 -5.005 0.00
H 3.189 2.956 -3.958 0.00
H 2.674 -0.046 -4.284 0.00
H 1.559 1.287 -4.597 0.00
H 0.948 0.538 -2.433 0.00
```

Properties
HOMO-LUMO gap (alpha / beta): 7.85 / 7.36 eV
charge: +2
⟨S²⟩: 0.8987
multiplicity: 2
calculated total energy: -157216.295 eV
lowest unoccupied orbital energy (alpha / beta): -5.45 / -5.51 eV

# C29H46O24

8 unconnected molecules or ions with the total composition C29H46O24 (ωB97M-V/def2-TZVPD, the Open Molecules 2025 dataset).

```
99
Properties=species:S:1:pos:R:3:lowdin_charge:R:1
C 5.765 9.222 -22.841 -0.02
C 4.424 9.706 -22.328 -0.33
C 3.133 9.082 -22.899 -0.04
O 3.063 7.876 -22.096 0.11
C 3.703 8.010 -21.006 -0.65
O 3.797 7.178 -20.161 0.16
O 4.368 9.185 -21.028 0.06
H 6.550 9.428 -22.114 0.10
H 5.910 9.751 -23.783 0.09
H 5.705 8.144 -22.987 0.09
H 4.516 10.792 -22.333 0.15
H 3.088 9.051 -23.987 0.14
H 2.265 9.718 -22.722 0.13
C 10.571 13.412 -23.601 0.00
C 10.531 14.549 -22.511 -0.35
C 9.705 15.719 -22.913 -0.07
O 9.055 15.989 -21.635 0.10
C 9.214 14.980 -20.816 -0.61
O 8.624 14.862 -19.762 0.13
O 10.030 14.079 -21.310 0.13
H 9.735 12.717 -23.525 0.09
H 11.542 12.918 -23.629 0.08
H 10.474 13.878 -24.582 0.07
H 11.540 14.952 -22.423 0.15
H 9.039 15.562 -23.762 0.13
H 10.440 16.474 -23.192 0.14
C 8.533 9.987 -16.983 0.00
C 9.946 10.611 -16.910 -0.34
C 10.799 9.987 -15.872 -0.11
O 12.080 10.225 -16.473 0.01
C 11.967 10.445 -17.887 -0.47
O 12.885 10.628 -18.647 0.15
O 10.638 10.359 -18.123 0.07
H 8.644 8.969 -17.358 0.08
H 7.799 10.543 -17.566 0.08
H 8.158 9.877 -15.965 0.08
H 9.950 11.701 -16.906 0.16
H 10.649 8.908 -15.915 0.14
H 10.701 10.401 -14.868 0.15
C 14.053 5.364 -18.654 -0.05
C 12.969 5.380 -17.538 -0.22
O 11.762 5.714 -18.126 -0.01
C 10.848 4.702 -18.351 -0.47
O 10.915 3.493 -18.109 0.11
O 9.773 5.426 -18.805 -0.03
C 8.592 4.805 -19.158 -0.07
H 13.649 4.893 -19.550 0.07
H 15.002 4.880 -18.423 0.07
H 14.344 6.329 -19.067 0.07
H 13.124 6.146 -16.778 0.12
H 12.874 4.373 -17.133 0.12
H 8.826 3.740 -19.140 0.09
H 8.283 5.065 -20.171 0.10
H 7.897 5.016 -18.345 0.10
C 20.250 4.025 -23.310 -0.07
C 18.917 3.775 -22.687 -0.23
O 18.125 4.970 -22.535 0.01
C 17.232 5.391 -23.500 -0.54
O 16.983 4.923 -24.595 0.12
O 16.670 6.480 -22.973 -0.01
C 15.624 7.091 -23.679 -0.05
H 20.714 4.633 -22.534 0.08
H 20.161 4.758 -24.111 0.08
H 20.649 3.039 -23.552 0.09
H 18.970 3.083 -21.847 0.13
H 18.391 3.332 -23.533 0.11
H 15.329 8.052 -23.257 0.10
H 14.757 6.438 -23.784 0.10
H 16.055 7.284 -24.661 0.10
O 1.359 9.340 -11.880 0.15
C 1.976 8.765 -12.749 -0.60
O 3.181 9.069 -13.193 0.09
C 3.408 8.399 -14.441 -0.12
C 2.521 7.215 -14.274 -0.15
O 1.547 7.672 -13.358 0.09
H 3.088 9.018 -15.279 0.14
H 4.278 7.767 -14.621 0.13
H 3.140 6.450 -13.807 0.13
H 2.219 6.840 -15.252 0.14
O 7.653 7.908 -6.433 0.15
C 7.704 7.975 -7.633 -0.57
O 6.574 7.938 -8.360 0.09
C 6.944 7.928 -9.710 -0.14
C 8.491 7.830 -9.723 -0.14
O 8.774 8.046 -8.409 0.08
H 6.472 7.263 -10.434 0.12
H 6.623 8.826 -10.237 0.12
H 8.874 8.667 -10.306 0.14
H 8.834 6.841 -10.026 0.13
O 8.348 13.199 -13.188 0.19
C 8.071 14.323 -13.346 -0.64
O 8.823 15.359 -12.969 0.08
C 8.368 16.628 -13.492 -0.09
C 6.977 16.188 -13.907 -0.15
O 6.909 14.792 -13.726 0.10
H 8.305 17.487 -12.825 0.13
H 8.709 16.974 -14.468 0.12
H 6.829 16.592 -14.909 0.13
H 6.159 16.674 -13.375 0.13
```

Properties
HOMO-LUMO gap: 10.86 eV
charge: 0
SMILES: C[C@H]1COC(=O)O1.C[C@H]1COC(=O)O1.C[C@H]1COC(=O)O1.CCOC(=O)OC.CCOC(=O)OC.O=C1OCCO1.O=C1OCCO1.O=C1OCCO1
calculated total energy: -79954.661 eV
lowest unoccupied orbital energy: 0.03 eV

What is the formula in the first record? C29H46FeP2S